Record 1
The following is a quantum chemistry calculation of a cluster of 5 separate species, C40H65BCl2N3O15PS3 in total in a non-equilibrium geometry, from the Open Molecules 2025 dataset.

Summary:
Lowest unoccupied orbital energy = -0.869 eV
Kohn-Sham gap = 7.7 eV
SMILES string = COB(O)c1c(CCCSC(=S)N2CCOCC2)cc2nc([PH2]=O)c(/C(Cl)=C(\C)Cl)nc2c1CCCCS(=O)(=O)O.CCOC(C)=O.CCOC(C)=O.CCOC(C)=O.CCOC(C)=O
Total charge = 0
HOMO = -8.58 eV

Structure (XYZ):
```
130
Properties=species:S:1:pos:R:3:forces:R:3
C -1.79864 4.46331 -3.42209 -0.31 -0.26 -0.43
O -1.07243 3.28917 -3.05193 0.22 0.20 0.44
B -1.56744 2.55233 -2.00857 -0.24 -0.14 -0.41
O -2.93807 2.46471 -1.88581 0.49 0.86 0.55
C -0.58277 1.84207 -0.99686 0.02 -0.08 -0.28
C 0.36464 2.62924 -0.28803 -0.31 0.39 -0.15
C 0.50119 4.11623 -0.49990 0.03 0.02 0.00
C 1.70044 4.45452 -1.42033 -0.33 0.13 -0.13
C 1.35057 5.33313 -2.63245 0.10 0.29 -0.01
S 1.53319 4.46187 -4.21617 0.18 -0.30 0.11
C 2.95795 5.25754 -4.92432 0.09 0.28 -0.09
S 3.19379 6.85495 -4.89850 0.12 0.04 0.09
N 3.88417 4.38588 -5.56196 -0.38 -0.28 0.00
C 4.55740 3.51486 -4.59494 0.33 -0.05 0.05
C 5.68761 2.74331 -5.31260 -0.21 0.08 -0.18
O 5.51586 2.78832 -6.71957 -0.04 -0.27 0.07
C 4.18034 2.44201 -7.01661 0.03 0.25 0.08
C 3.26485 3.61703 -6.65696 0.10 0.02 -0.15
C 1.20737 2.05664 0.60588 0.50 0.02 0.39
C 1.19416 0.67448 0.82430 0.01 -0.02 0.00
N 2.03912 0.14122 1.74517 -0.19 -0.07 -0.04
C 1.96745 -1.14765 1.91651 0.06 -0.40 0.17
P 3.09334 -1.78493 3.22258 0.61 0.69 0.15
O 4.31974 -0.97816 3.38842 0.00 -0.11 -0.06
C 1.07800 -1.96995 1.16192 -0.01 0.00 0.04
C 1.03437 -3.44050 1.38428 0.14 -0.13 -0.18
Cl -0.22199 -3.96706 2.44224 0.05 0.03 -0.08
C 1.89818 -4.27613 0.81427 -0.02 0.24 -0.10
C 3.00651 -3.83755 -0.09702 -0.01 -0.29 0.03
Cl 1.82852 -5.97218 1.10190 -0.01 -0.11 0.10
N 0.26541 -1.47117 0.27569 0.00 0.00 0.06
C 0.29158 -0.12611 0.09342 0.09 -0.10 0.25
C -0.61024 0.47355 -0.81873 -0.17 -0.25 -0.25
C -1.54816 -0.42032 -1.59891 -0.02 0.25 0.04
C -2.95897 -0.44711 -0.99383 0.06 -0.42 0.12
C -4.10752 -0.81482 -1.94998 0.02 0.39 0.43
C -4.05812 -0.18662 -3.34518 -0.15 -0.03 -0.28
S -3.61918 -1.37915 -4.59562 0.47 -0.59 0.49
O -4.26277 -2.62788 -4.34678 -0.24 0.15 -0.18
O -2.19469 -1.36538 -4.75418 -0.04 0.25 -0.16
O -4.30530 -0.79889 -5.91174 -0.14 0.22 0.05
H -1.12639 5.10302 -3.98959 -0.03 -0.02 0.00
H -2.17393 4.98831 -2.54291 0.05 0.05 0.02
H -2.65469 4.21400 -4.04880 -0.02 -0.03 -0.01
H -3.16228 2.46828 -0.94164 -0.49 -0.59 -0.16
H 0.65353 4.56823 0.48148 0.00 0.10 -0.02
H -0.41207 4.55949 -0.90059 -0.02 -0.08 -0.01
H 2.45707 4.97846 -0.83713 0.10 -0.10 0.01
H 2.13933 3.52786 -1.78645 0.12 -0.02 0.09
H 2.01669 6.18967 -2.69586 -0.02 0.05 -0.07
H 0.34017 5.73570 -2.58140 0.02 -0.08 0.07
H 3.86566 2.82139 -4.10179 -0.08 0.00 -0.05
H 5.00407 4.14190 -3.82301 -0.12 0.05 0.05
H 6.66473 3.16913 -5.09929 0.02 0.01 -0.04
H 5.66626 1.69397 -4.99838 0.14 0.02 0.13
H 4.13015 2.21852 -8.08020 -0.08 -0.02 -0.01
H 3.89022 1.54916 -6.45020 0.04 -0.08 -0.06
H 2.26932 3.23694 -6.39698 -0.02 -0.04 0.01
H 3.16206 4.28184 -7.51541 -0.04 0.09 0.05
H 1.91488 2.65757 1.16358 0.05 -0.05 0.07
H 2.29240 -1.80887 4.38004 -0.23 -0.25 -0.13
H 3.32321 -3.13265 2.90914 -0.25 -0.10 0.01
H 3.93996 -3.72426 0.46006 -0.01 0.10 0.02
H 2.76084 -2.91313 -0.61290 0.04 0.08 0.06
H 3.18315 -4.61821 -0.83472 -0.03 0.07 -0.09
H -1.17404 -1.44038 -1.60582 0.18 0.04 -0.14
H -1.52479 -0.06956 -2.63164 -0.21 -0.04 -0.05
H -3.17315 0.47058 -0.45851 -0.08 0.10 -0.19
H -2.95139 -1.21910 -0.21846 -0.01 0.06 0.09
H -4.20121 -1.89712 -2.00591 0.00 -0.03 -0.26
H -5.02636 -0.45448 -1.48554 -0.03 -0.12 0.05
H -5.02094 0.22732 -3.64220 -0.08 -0.14 0.06
H -3.32563 0.61162 -3.43248 0.01 0.05 0.07
H -4.00784 0.11329 -6.04469 0.11 -0.06 -0.19
O -4.81966 2.01205 0.76182 0.02 0.20 -0.13
C -4.14113 2.22179 1.73511 0.01 -0.30 0.15
O -2.85869 1.81832 1.69267 0.07 0.21 -0.18
C -1.89281 2.11986 2.71274 0.15 -0.05 0.22
C -1.92943 1.11325 3.84201 -0.14 -0.04 -0.07
C -4.69851 2.83307 2.99403 0.09 0.27 -0.07
H -2.01736 3.14548 3.06445 -0.06 -0.02 0.00
H -0.93371 2.07514 2.19963 -0.04 -0.01 -0.07
H -2.88683 1.12310 4.36356 0.02 0.03 0.04
H -1.14356 1.33098 4.56498 0.02 0.00 -0.01
H -1.77693 0.10569 3.45458 0.04 0.00 0.01
H -5.15022 2.04053 3.58962 0.01 -0.02 0.01
H -5.47248 3.54113 2.71005 -0.08 -0.10 -0.03
H -3.96141 3.35543 3.59778 0.02 -0.10 0.04
O 9.65427 1.77918 -7.37509 0.01 -0.03 0.02
C 9.40534 2.47858 -8.31742 -0.03 0.18 0.11
O 10.39206 2.71819 -9.21170 0.04 -0.14 -0.05
C 10.16346 3.38944 -10.45175 -0.01 0.12 -0.10
C 10.22367 4.89603 -10.30750 -0.01 0.01 0.12
C 8.06248 3.14840 -8.48396 0.03 -0.25 -0.37
H 9.22661 3.05869 -10.90214 -0.02 0.01 0.03
H 10.96516 3.04512 -11.10337 0.03 -0.03 0.04
H 9.43918 5.26707 -9.64811 -0.04 0.00 -0.04
H 10.10944 5.37500 -11.28041 0.01 -0.01 -0.01
H 11.18191 5.19273 -9.88151 0.02 0.00 -0.04
H 8.05719 4.07228 -7.90685 -0.01 0.01 0.01
H 7.30039 2.49081 -8.08321 0.02 0.04 0.18
H 7.80118 3.37198 -9.51591 0.07 0.13 0.03
O -2.24578 -2.57482 6.13145 -0.01 0.06 -0.02
C -2.47209 -3.75060 6.23279 0.17 -0.07 0.08
O -3.36435 -4.15771 7.15376 -0.15 0.10 -0.03
C -3.83486 -5.51040 7.23562 -0.02 -0.20 0.07
C -2.92143 -6.39505 8.05331 0.24 0.13 -0.13
C -1.73078 -4.77545 5.40501 -0.29 0.00 -0.19
H -4.01459 -5.91228 6.23739 0.03 0.02 -0.02
H -4.80707 -5.43210 7.72087 0.00 0.06 0.01
H -1.93369 -6.48288 7.59757 -0.04 -0.02 -0.07
H -3.34897 -7.39061 8.15032 -0.03 0.00 0.05
H -2.78887 -5.98265 9.05115 -0.05 -0.04 0.04
H -0.78642 -5.00577 5.89674 0.01 0.00 0.02
H -1.51905 -4.32322 4.44008 0.00 0.01 0.24
H -2.27856 -5.69894 5.23823 0.06 -0.04 0.08
O -4.28331 -7.50176 10.55605 -0.02 -0.06 0.07
C -5.37689 -7.12597 10.87631 0.00 0.19 -0.03
O -6.43432 -7.54013 10.14811 0.01 -0.14 -0.01
C -7.78999 -7.29253 10.53471 -0.15 0.08 0.01
C -8.27855 -5.93707 10.06880 0.13 0.05 -0.02
C -5.58507 -6.14576 12.00718 -0.08 -0.23 0.19
H -7.91321 -7.42721 11.60992 0.03 0.02 0.01
H -8.36178 -8.08248 10.05110 0.05 -0.03 -0.03
H -7.71280 -5.12574 10.52699 -0.03 0.00 0.05
H -9.33066 -5.80669 10.32234 -0.01 -0.01 0.00
H -8.16615 -5.84930 8.98828 -0.04 -0.02 -0.01
H -5.44317 -5.13742 11.61922 -0.01 0.01 -0.01
H -4.82605 -6.33909 12.76029 0.09 0.06 -0.07
H -6.55961 -6.20902 12.48350 -0.03 0.07 -0.07
```
Positions in Å, forces in eV/Å.

Record 2
The following is a quantum chemistry calculation of an isolated molecule of C3H6N2O in a non-equilibrium geometry, from the Open Molecules 2025 dataset.

Summary:
ΔE to the lowest compared entry with this formula, charge and spin = 3.121 eV
Lowest unoccupied orbital energy = 1.047 eV
Kohn-Sham gap = 10.3 eV
SMILES string = C=N/N=C\OC
Total charge = 0
HOMO = -9.21 eV

Structure (XYZ):
```
12
Properties=species:S:1:pos:R:3:forces:R:3
C 1.36247 0.60762 -1.08676 -0.66 0.19 -0.17
C 0.68197 -1.31128 0.31035 1.76 -0.94 -0.94
C -2.12469 0.48473 0.92686 1.85 -1.71 0.66
H 1.28244 1.34075 -0.28349 0.16 -0.19 -0.07
H 2.18940 0.80998 -1.75543 0.55 -0.21 0.30
H 0.48864 0.69286 -1.71784 -0.45 0.01 0.10
H 1.09601 -2.32746 0.51040 -0.39 0.92 0.07
H -2.59638 1.41483 0.69131 -0.25 0.32 -0.20
H -2.55740 -0.26115 1.61720 -0.22 0.44 -0.38
N -0.37386 -0.98147 0.89885 -1.80 0.94 0.36
N -0.93741 0.26405 0.49312 -0.55 0.33 0.02
O 1.48881 -0.73347 -0.60458 -0.01 -0.10 0.26
```
Positions in Å, forces in eV/Å.

Record 3
The following is a quantum chemistry calculation of a cluster of 2 separate species, C2HCl2NS in total in a non-equilibrium geometry, from the Open Molecules 2025 dataset.

Summary:
ΔE to the lowest compared entry with this formula, charge and spin = 2.096 eV
Lowest unoccupied orbital energy (alpha / beta) = -1.888 / -2.921 eV
Kohn-Sham gap (alpha / beta) = 7.5 / 6.0 eV
Total charge = 0
HOMO (alpha / beta) = -9.41 / -8.88 eV

Structure (XYZ):
```
7
Properties=species:S:1:pos:R:3:forces:R:3
C -1.87833 -0.00666 -0.21507 0.11 0.20 -0.02
C 1.20215 -0.12496 0.12287 -1.80 0.84 -0.01
N -2.33209 -1.01213 0.13591 -0.13 -0.23 0.05
S -1.07989 1.37845 -0.67907 0.65 -0.39 0.37
Cl 1.43979 0.00465 1.75174 0.25 0.08 0.61
Cl 2.27723 0.49616 -0.95022 0.79 0.02 -0.56
H 0.37114 -0.73550 -0.16617 0.13 -0.52 -0.42
```
Positions in Å, forces in eV/Å.

Record 4
The following is a quantum chemistry calculation of an isolated molecule of C2H2ClP in a non-equilibrium geometry, from the Open Molecules 2025 dataset.

Summary:
ΔE to the lowest compared entry with this formula, charge and spin = 1.133 eV
Lowest unoccupied orbital energy = 0.517 eV
Kohn-Sham gap = 10.5 eV
SMILES string = C#CPCl
Total charge = 0
HOMO = -9.97 eV

Structure (XYZ):
```
6
Properties=species:S:1:pos:R:3:forces:R:3
C -1.59219 -0.54374 -0.57563 2.77 1.53 0.55
C -0.52674 0.03168 -0.36436 0.61 0.27 0.18
P 1.26576 1.00238 0.01571 -3.39 -1.12 -0.76
Cl 2.47119 -0.58469 0.29224 0.43 -0.56 0.04
H -2.50946 -1.03577 -0.73533 -0.40 -0.22 -0.11
H 0.89143 1.13013 1.36738 -0.02 0.10 0.09
```
Positions in Å, forces in eV/Å.

Record 5
The following is a quantum chemistry calculation of an isolated molecule of C5H14N2O in a non-equilibrium geometry, from the Open Molecules 2025 dataset.

Summary:
ΔE to the lowest compared entry with this formula, charge and spin = 3.033 eV
Lowest unoccupied orbital energy = 0.957 eV
Kohn-Sham gap = 9.7 eV
SMILES string = CCNC[C@@H](N)CO
Total charge = 0
HOMO = -8.71 eV

Structure (XYZ):
```
22
Properties=species:S:1:pos:R:3:forces:R:3
N 1.81354 1.26103 1.74538 -1.72 -1.64 0.14
C 1.23311 1.02663 0.41693 0.11 0.58 -2.92
C 2.34384 0.23258 -0.50398 -1.35 4.10 0.47
O 2.25796 0.25798 -1.88395 -3.77 -1.23 -1.59
C -0.09044 0.25853 0.47711 -0.46 2.62 -0.10
N -0.64360 -0.23461 -0.77568 1.00 -0.49 0.20
C -1.66882 -1.27652 -0.65289 0.00 -0.09 -0.44
C -2.86558 -0.82268 0.12084 -1.09 -1.55 1.42
H 2.60600 1.82201 1.54181 1.15 0.08 0.75
H 1.96974 0.36744 2.32758 0.11 2.05 -1.59
H 0.91706 2.04708 -0.11141 1.25 -1.70 1.15
H 3.24288 0.80809 -0.40137 0.88 -0.32 1.15
H 2.28421 -0.71351 -0.11867 0.63 -2.71 1.10
H 1.31688 -0.12134 -2.08243 2.32 0.90 0.23
H 0.10314 -0.53970 1.08835 0.17 -2.42 1.65
H -0.75915 0.96221 1.03683 0.04 -0.72 -0.27
H -1.06074 0.51241 -1.29760 -0.06 0.47 -0.22
H -2.00903 -1.42101 -1.67180 0.19 -0.53 -0.30
H -1.29921 -2.23048 -0.23361 0.28 0.54 -0.42
H -3.82886 -1.19106 -0.20207 -0.16 -0.43 -0.89
H -2.90481 -1.22437 1.15009 0.55 0.92 -0.04
H -2.95812 0.21930 0.03054 -0.08 1.57 0.51
```
Positions in Å, forces in eV/Å.

Record 6
The following is a quantum chemistry calculation of an isolated molecule of C5H13N2O in a non-equilibrium geometry, from the Open Molecules 2025 dataset.

Summary:
ΔE to the lowest compared entry with this formula, charge and spin = 2.163 eV
Lowest unoccupied orbital energy (alpha / beta) = 0.926 / -1.571 eV
Kohn-Sham gap (alpha / beta) = 9.7 / 7.2 eV
2S+1 = 2
Expectation value of S² = 0.75
Total charge = 0
HOMO (alpha / beta) = -8.79 / -8.79 eV

Structure (XYZ):
```
21
Properties=species:S:1:pos:R:3:forces:R:3
C 0.36301 -0.55062 -0.88149 -0.74 0.42 -0.71
N 0.80824 0.74278 -1.38733 0.05 -0.52 0.36
C -0.17132 1.84314 -1.42260 2.03 -1.41 -1.08
O 0.38588 2.96952 -1.90486 -0.60 0.17 0.61
C -0.37164 -0.60588 0.48464 1.47 0.07 0.14
C 0.37364 0.27855 1.51871 -0.86 2.05 -0.63
N -0.34418 -2.02724 0.82450 -1.42 0.44 0.24
C -1.03150 -2.40699 2.06394 -0.41 -0.23 -0.72
H 1.20016 -1.24104 -0.79795 0.33 0.24 -0.15
H -0.27247 -0.96633 -1.68202 -0.12 -0.20 0.55
H 1.75123 0.95958 -1.10125 -0.25 0.59 0.09
H -0.84698 1.53698 -2.25478 -0.49 0.25 0.34
H -0.70932 1.89186 -0.47091 -0.35 0.68 -0.02
H -1.36833 -0.17520 0.35668 -0.26 -0.73 0.15
H 1.27473 0.72006 1.10844 1.01 -0.98 0.17
H -0.10568 1.27620 1.57048 -0.64 -0.42 0.29
H 0.43707 -0.02769 2.55955 0.24 -0.49 -0.23
H 0.60374 -2.34358 0.84159 0.47 -0.02 0.05
H -0.41419 -3.13728 2.57162 0.01 -0.01 0.45
H -1.28168 -1.55854 2.70433 0.35 0.01 0.17
H -1.99089 -2.89985 1.84656 0.20 0.09 -0.07
```
Positions in Å, forces in eV/Å.